(1)
Formula: C15H48O9
Source: the OMol25 dataset
Level of theory: wB97M-V/def2-TZVPD

The geometry in XYZ format:
```
72
Properties=species:S:1:pos:R:3:forces:R:3
C -2.332 -4.946 -1.425 0.48 -0.07 -0.29
C -1.292 -4.118 -0.719 -0.14 1.40 0.69
C -0.533 -3.092 -1.556 0.71 -0.21 0.24
O -1.938 -3.306 0.326 -0.25 -0.22 -0.10
H -1.849 -5.699 -2.051 0.01 0.03 -0.03
H -2.909 -4.290 -2.076 -0.29 -0.13 0.12
H -2.957 -5.481 -0.710 -0.17 0.08 -0.06
H -0.532 -4.687 -0.180 -0.15 -0.51 -0.27
H 0.305 -2.769 -0.932 0.22 -0.10 -0.33
H -1.002 -2.145 -1.832 -0.74 -0.36 0.01
H -0.153 -3.564 -2.463 0.14 0.05 0.05
H -2.480 -3.876 0.887 0.06 -0.02 -0.13
C 2.555 1.950 5.606 -0.03 0.09 -0.88
C 2.750 1.763 4.091 -0.27 0.22 -0.06
C 1.457 1.566 3.277 -0.27 0.21 1.01
O 3.458 2.885 3.560 0.06 -0.01 -0.03
H 2.046 2.907 5.747 -0.34 -0.17 0.20
H 3.510 2.050 6.117 0.09 -0.21 -0.08
H 1.987 1.111 6.005 -0.08 0.15 0.23
H 3.399 0.908 3.900 0.06 -0.05 0.13
H 0.720 0.948 3.795 0.34 -0.51 -0.13
H 1.690 1.167 2.298 -0.22 0.05 -0.15
H 0.896 2.501 3.170 0.39 0.25 -0.18
H 2.835 3.621 3.589 0.17 0.06 -0.08
C -2.868 1.549 1.440 0.36 0.37 0.79
C -2.240 0.167 1.529 -0.25 0.37 -0.74
C -2.887 -0.667 2.608 -0.65 -0.08 0.86
O -2.398 -0.412 0.217 -0.07 -0.44 -0.09
H -3.881 1.543 1.042 -0.03 -0.26 -0.01
H -2.273 2.258 0.862 0.05 -0.18 -0.17
H -2.902 1.943 2.463 -0.11 0.13 -0.14
H -1.163 0.265 1.700 -0.06 -0.09 0.28
H -2.672 -0.330 3.628 0.70 0.12 -0.23
H -2.602 -1.716 2.562 0.05 -0.03 -0.08
H -3.980 -0.581 2.646 0.00 -0.17 -0.76
H -2.409 -1.385 0.262 0.18 0.22 0.11
C -1.479 0.766 -4.645 0.18 0.00 -1.03
C -2.082 1.188 -3.313 -0.33 -1.89 -0.37
C -3.508 0.600 -3.255 0.87 0.22 -0.38
O -1.278 0.574 -2.312 -0.08 0.06 0.14
H -1.506 -0.312 -4.832 -0.10 -0.10 0.65
H -0.430 1.039 -4.778 -0.08 0.28 0.20
H -2.042 1.146 -5.505 0.06 0.44 0.20
H -2.084 2.275 -3.224 -0.02 0.09 0.18
H -4.037 1.016 -4.113 -0.59 0.18 0.46
H -3.955 0.729 -2.270 -0.35 0.34 -0.21
H -3.449 -0.474 -3.446 0.14 -0.05 0.10
H -1.825 0.257 -1.581 -0.14 0.13 0.20
C 3.375 2.698 -2.747 0.31 -0.80 -0.89
C 2.260 2.768 -1.753 -0.33 0.98 1.51
C 0.862 2.371 -2.175 0.43 -1.35 -0.06
O 2.566 1.915 -0.611 -0.10 -0.10 -0.29
H 3.190 3.238 -3.677 -0.15 0.29 0.20
H 3.536 1.661 -3.064 -0.11 -0.02 0.14
H 4.324 3.036 -2.328 -0.08 0.19 0.07
H 2.228 3.774 -1.310 -0.03 0.13 -0.35
H 0.917 1.347 -2.567 -0.01 0.28 -0.26
H 0.347 2.998 -2.898 0.29 0.26 -0.05
H 0.209 2.218 -1.314 0.14 0.51 0.07
H 3.504 1.980 -0.408 -0.03 0.02 -0.02
O 3.186 -1.046 1.636 0.35 0.19 0.46
H 2.645 -0.273 1.433 -0.15 -0.27 -0.25
H 3.904 -0.712 2.188 -0.10 -0.07 -0.03
O 3.724 -2.740 -0.547 0.07 -0.15 0.11
H 3.825 -2.438 0.372 -0.25 0.08 -0.47
H 3.023 -2.176 -0.895 0.04 0.06 0.15
O 1.069 -0.419 -0.186 -0.14 0.41 0.15
H 0.102 -0.429 -0.162 0.04 -0.06 0.01
H 1.306 0.526 -0.268 0.16 -0.42 -0.23
O 0.005 -2.223 2.083 0.09 -0.19 -0.14
H -0.621 -2.693 1.507 0.09 0.15 0.07
H 0.832 -2.222 1.580 -0.01 0.19 0.19
```
Forces are in eV/Å.

As for the total energy: -34761.15744 eV. As for the relative energy (zero: lowest compared OMol25 entry of this formula, charge and spin): 18.98 kcal per mole. The LUMO energy comes out at 0.54 eV. For the HOMO energy, the calculation gives -10.0 eV.

(2)
Formula: C15H49As2F12N4O6
Source: the OMol25 dataset
Level of theory: wB97M-V/def2-TZVPD

The geometry in XYZ format:
```
88
Properties=species:S:1:pos:R:3:forces:R:3
N 13.686 -21.859 12.532 -0.01 0.34 0.61
H 13.557 -22.505 13.298 -0.46 -0.86 0.28
H 13.198 -21.026 12.828 -0.26 0.59 0.12
H 13.298 -22.184 11.658 -0.16 -0.91 -0.39
H 14.688 -21.733 12.514 0.76 0.30 -0.20
As 12.373 -22.249 16.776 0.20 -1.41 1.29
F 13.922 -21.432 16.516 -1.16 -0.10 -0.32
F 12.385 -21.680 18.512 0.08 -0.59 -1.95
F 10.813 -23.073 17.136 1.59 0.60 -0.60
F 12.287 -22.815 15.020 0.06 0.89 1.95
F 13.379 -23.727 17.216 -1.96 2.16 -0.56
F 11.432 -20.772 16.350 0.95 -1.07 0.03
As 15.258 -25.664 14.227 0.41 -0.98 2.01
F 16.047 -27.231 14.597 -0.34 1.32 -0.54
F 14.681 -25.580 15.939 0.64 -0.18 -2.49
F 14.484 -24.095 13.872 0.43 -1.34 0.12
F 15.855 -25.667 12.534 -0.25 -0.60 1.22
F 13.865 -26.666 13.699 0.83 1.46 0.30
F 16.776 -24.834 14.684 -1.26 -0.46 -0.45
C 17.050 -21.354 14.419 -1.60 0.03 -0.54
O 16.093 -21.063 13.343 1.13 0.70 0.45
H 17.422 -22.355 14.200 0.31 0.14 0.58
H 17.802 -20.569 14.494 0.17 -0.17 -0.19
H 16.417 -21.296 15.305 0.38 -0.49 0.20
H 16.613 -20.670 12.638 -0.17 -0.15 -0.46
C 13.271 -18.835 14.014 -0.45 0.27 0.66
O 12.254 -19.708 13.532 0.12 0.16 -0.93
H 13.017 -18.624 15.052 0.61 -0.02 0.17
H 14.241 -19.321 13.906 -0.15 -0.21 0.25
H 13.331 -17.884 13.483 -0.24 0.07 -0.32
H 11.384 -19.416 13.812 0.17 -0.05 0.35
C 14.885 -20.464 9.603 0.71 -0.01 0.54
O 15.853 -21.200 10.362 -0.18 1.59 -0.69
H 15.281 -19.612 9.050 0.73 -0.19 -0.26
H 14.434 -21.147 8.883 -0.61 0.26 0.12
H 14.224 -19.948 10.300 -0.74 -0.50 0.00
H 15.734 -22.122 10.123 0.25 -0.74 0.68
C 11.452 -24.797 12.265 -0.26 -0.21 -0.30
C 11.660 -24.561 10.760 -0.40 -1.42 -0.40
C 10.354 -24.707 9.960 0.04 -0.96 0.32
O 10.504 -24.526 8.546 0.67 0.80 0.96
C 9.440 -24.942 7.742 0.01 -1.19 0.38
N 12.228 -23.273 10.576 0.44 1.25 -0.18
H 10.833 -24.031 12.731 0.27 0.49 -0.07
H 12.427 -24.857 12.750 -0.20 0.12 0.13
H 10.899 -25.703 12.516 0.24 -0.35 -0.36
H 12.382 -25.281 10.375 -0.07 -0.36 -0.01
H 9.608 -24.059 10.421 -0.27 0.51 -0.29
H 10.008 -25.721 10.161 -0.22 -0.33 -0.19
H 9.013 -25.849 8.170 -0.22 -0.28 0.10
H 9.869 -25.262 6.792 -0.17 0.44 -0.21
H 8.603 -24.253 7.632 0.21 0.49 -0.08
H 11.518 -22.669 10.964 -0.05 0.85 0.07
H 12.272 -23.035 9.595 0.00 -0.16 -0.38
C 17.739 -24.324 9.454 -0.05 0.59 1.04
C 16.194 -24.349 9.315 0.83 -0.52 -0.88
C 15.812 -25.801 8.947 -1.06 0.80 -0.28
O 14.427 -25.774 8.633 -0.76 0.28 -1.07
C 13.913 -26.976 8.067 0.25 -0.20 1.25
N 15.509 -23.925 10.546 0.58 -0.72 -1.00
H 18.320 -24.389 8.534 -0.37 -0.34 -0.15
H 18.068 -25.069 10.178 -0.11 -0.62 -0.30
H 18.126 -23.446 9.970 -0.48 0.58 -0.20
H 15.867 -23.689 8.511 0.14 0.01 -0.31
H 15.987 -26.387 9.850 0.16 -0.51 0.00
H 16.273 -26.228 8.057 0.84 0.13 0.17
H 12.902 -26.858 7.679 -0.09 0.42 0.55
H 13.970 -27.660 8.914 -0.58 -0.73 -0.25
H 14.443 -27.447 7.239 0.80 0.47 -0.15
H 14.514 -23.917 10.375 -0.46 0.12 -0.30
H 15.605 -24.772 11.087 0.07 0.46 1.25
C 8.741 -19.510 10.326 1.34 0.16 -0.44
C 9.862 -20.582 10.156 -0.46 0.52 -2.55
C 11.166 -20.041 9.561 0.61 0.92 -1.04
O 10.991 -19.487 8.252 -2.36 0.25 -0.24
C 12.064 -18.783 7.700 1.09 -1.16 1.10
N 10.176 -21.290 11.350 -0.73 0.51 1.16
H 9.152 -18.601 10.766 0.13 -0.03 0.57
H 7.939 -19.898 10.955 -0.13 0.06 -0.25
H 8.418 -19.133 9.356 -0.40 -0.46 -0.05
H 9.458 -21.322 9.465 0.11 -0.07 -0.38
H 11.987 -20.743 9.422 -0.27 -0.75 0.58
H 11.565 -19.281 10.233 0.03 0.40 0.29
H 12.875 -19.512 7.712 0.81 0.22 -0.11
H 12.337 -17.954 8.353 0.11 0.38 -0.19
H 11.971 -18.493 6.653 -0.82 0.07 0.24
H 9.308 -21.771 11.540 -0.04 -0.73 0.44
H 10.116 -20.542 12.027 0.70 -0.08 0.98
```
Forces are in eV/Å.

As for the total energy: -188888.49293 eV. As for the total charge: -1. The LUMO energy comes out at 1.97 eV. For the HOMO energy, the calculation gives -7.5 eV.

(3)
Formula: C15H4Cl4F6N5O9RhS2
Source: the OMol25 dataset
Level of theory: wB97M-V/def2-TZVPD

The geometry in XYZ format:
```
46
Properties=species:S:1:pos:R:3:forces:R:3
Rh 0.077 0.214 0.249 0.00 0.25 0.03
Cl -4.648 4.428 3.322 0.01 -0.01 0.00
C -3.882 3.218 2.354 -0.05 0.01 0.00
C -4.659 2.502 1.396 -0.02 0.02 0.01
Cl -6.338 2.874 1.227 0.01 0.00 0.00
C -4.088 1.535 0.615 0.04 -0.05 0.00
Cl -4.996 0.649 -0.550 -0.01 0.01 0.00
C -2.698 1.218 0.728 -0.01 -0.06 0.03
O -2.147 0.328 0.037 -0.07 0.05 -0.07
C -1.890 1.962 1.707 0.01 0.04 0.06
O -0.675 1.702 1.821 -0.06 -0.15 -0.01
C -2.550 2.955 2.507 0.06 -0.03 -0.01
Cl -1.584 3.784 3.662 -0.01 0.02 0.00
F -3.741 -1.963 1.362 -0.01 0.02 -0.02
C -2.736 -2.804 1.618 0.03 0.01 -0.02
F -3.244 -3.844 2.287 0.00 0.01 0.01
F -2.248 -3.233 0.460 -0.02 -0.03 0.03
S -1.424 -1.910 2.627 -0.02 -0.02 0.18
O -0.343 -1.697 1.684 0.06 0.17 -0.13
O -2.123 -0.776 3.148 0.03 0.03 0.00
N -1.027 -2.864 3.814 -0.06 -0.08 -0.22
S -0.193 -4.188 3.548 0.01 0.04 0.02
O -0.467 -4.811 2.283 0.01 -0.07 0.00
O -0.217 -4.984 4.740 0.01 0.03 0.03
C 1.590 -3.625 3.412 -0.02 0.03 0.01
F 2.376 -4.513 4.038 0.00 -0.02 -0.03
F 1.770 -2.437 3.981 0.00 -0.02 0.03
F 1.979 -3.560 2.143 -0.01 0.03 0.00
O 2.176 0.350 0.458 0.21 -0.08 -0.21
N 2.827 -0.219 1.412 -0.23 -0.16 0.07
C 3.883 -0.891 1.035 0.13 0.07 0.06
C 4.682 -1.515 2.043 0.01 0.06 0.08
N 5.359 -2.002 2.836 0.01 -0.04 -0.03
C 4.320 -0.977 -0.329 -0.05 0.09 -0.09
N 4.702 -1.025 -1.413 0.03 -0.06 0.02
O 0.072 4.095 -1.285 0.00 -0.02 -0.01
C 0.132 3.055 -1.910 -0.01 0.02 0.03
C 0.169 3.000 -3.447 0.00 -0.01 -0.01
C 0.192 1.510 -3.770 0.01 0.02 0.00
C 0.190 0.880 -2.390 0.04 -0.07 0.04
O 0.202 -0.336 -2.160 -0.07 -0.05 0.18
N 0.168 1.786 -1.401 -0.01 0.01 -0.04
H 1.052 3.538 -3.791 0.00 -0.01 0.00
H -0.707 3.522 -3.834 0.00 0.00 0.00
H 1.080 1.181 -4.310 0.00 0.01 0.00
H -0.681 1.161 -4.323 0.00 0.00 0.00
```
Forces are in eV/Å.

As for the total energy: -132571.07992 eV. As for the expectation value of S²: 6.026. As for the relative energy (zero: lowest compared OMol25 entry of this formula, charge and spin): 4.93 kcal per mole. As for the total charge: -2. The LUMO energy (spin up / spin down) comes out at 3.83 / 2.86 eV. For the HOMO energy (spin up / spin down), the calculation gives -3.2 / -4.2 eV. Its multiplicity is 5.